Run i
DFT (ωB97M-V/def2-TZVPD) results for an isolated ion of composition C2H2N2PS and charge -1.

Structure (ORCA input):
```
! RIJCOSX wB97M-V def2-TZVPD def2/J DEFGRID3
* xyz -1 1
C -0.500 0.133 -0.166
C -1.593 -0.377 0.617
N 0.819 0.004 0.190
N -1.396 -1.151 -0.342
P 1.945 0.667 -0.709
S 3.648 0.049 0.069
H -0.741 0.846 -1.045
H -2.184 -0.171 1.387
*
```

Calculated values
Gap between HOMO and LUMO in eV: 7.53



Run ii
DFT (ωB97M-V/def2-TZVPD) results for C2H2N2PS as an isolated structure.

Structure (ORCA input):
```
! RIJCOSX wB97M-V def2-TZVPD def2/J DEFGRID3
* xyz -1 1
C -0.372 0.200 -0.778
C 0.150 0.529 0.662
N -0.332 -1.005 -1.210
N 0.436 -0.946 1.114
P 0.201 -2.068 0.033
S 1.350 1.494 0.166
H -0.889 0.874 -1.426
H -0.546 0.921 1.439
*
```

Calculated values
Gap between HOMO and LUMO (spin up / spin down) in eV: 6.85 / 6.85



Name the most stable of them. run ii.



Run i
DFT (ωB97M-V/def2-TZVPD) results for the molecule C3H8O2.

Structure (ORCA input):
```
! RIJCOSX wB97M-V def2-TZVPD def2/J DEFGRID3
* xyz 0 1
O -0.651 -1.512 -0.607
C 0.259 -0.497 -1.036
C -0.148 0.802 -0.355
C 0.163 0.809 1.141
O -0.425 -0.260 1.847
H -0.272 -2.377 -0.806
H 0.221 -0.393 -2.129
H 1.289 -0.761 -0.754
H -1.222 0.952 -0.521
H 0.379 1.637 -0.833
H 1.260 0.800 1.270
H -0.201 1.745 1.585
H -0.651 -0.945 1.198
*
```

Calculated values
Gap between HOMO and LUMO in eV: 10.65



Run ii
DFT (ωB97M-V/def2-TZVPD) results for a 2-piece molecular cluster, C3H8O2 overall.

Structure (ORCA input):
```
! RIJCOSX wB97M-V def2-TZVPD def2/J DEFGRID3
* xyz 0 1
O -1.206 0.686 -1.388
C -0.794 -0.442 -1.257
C 0.459 -0.758 -0.473
C 0.124 -1.110 0.994
H -1.403 -1.299 -1.603
H 1.056 0.141 -0.422
H 0.908 -1.554 -1.081
H 0.072 -0.147 1.467
H 0.778 -1.743 1.573
H -0.868 -1.544 1.022
H -0.264 2.398 -0.124
H 0.693 3.134 0.772
O 0.444 2.237 0.521
*
```

Calculated values
Gap between HOMO and LUMO in eV: 10.77



Name the most stable of them. run i.



Run i
DFT (ωB97M-V/def2-TZVPD) results for a 2-piece molecular cluster, C3H8O2 overall.

Structure (ORCA input):
```
! RIJCOSX wB97M-V def2-TZVPD def2/J DEFGRID3
* xyz 0 1
O 0.079 0.595 -2.517
C -1.034 0.061 -2.469
H -1.856 0.493 -3.034
H -1.340 -0.654 -1.646
C 0.497 0.553 1.188
O -0.956 0.494 1.316
C 1.034 -0.943 1.078
H 0.778 1.105 0.280
H 0.845 1.095 2.011
H -1.348 1.086 0.607
H 0.806 -1.249 0.110
H 2.090 -1.109 1.318
H 0.403 -1.527 1.757
*
```

Calculated values
Gap between HOMO and LUMO in eV: 10.61



Run ii
DFT (ωB97M-V/def2-TZVPD) results for C3H8O2 as an isolated structure.

Structure (ORCA input):
```
! RIJCOSX wB97M-V def2-TZVPD def2/J DEFGRID3
* xyz 0 1
O -0.601 1.348 0.957
C -1.233 0.021 0.027
C -0.183 -0.825 -0.652
C 1.302 -0.295 -0.161
O 1.434 1.057 -0.287
H -0.308 1.082 1.850
H -1.822 0.664 -0.621
H -1.817 -0.469 0.803
H -0.203 -0.728 -1.747
H -0.235 -1.888 -0.363
H 1.348 -0.635 0.894
H 2.014 -0.891 -0.761
H 0.547 1.429 0.356
*
```

Calculated values
Gap between HOMO and LUMO in eV: 9.54



Run iii
DFT (ωB97M-V/def2-TZVPD) results for a 2-piece molecular cluster, C3H8O2 overall.

Structure (ORCA input):
```
! RIJCOSX wB97M-V def2-TZVPD def2/J DEFGRID3
* xyz 0 1
O -2.000 -0.612 1.007
C -1.347 0.363 0.979
C -0.429 0.798 -0.041
C -0.744 0.217 -1.410
H -1.505 0.995 1.869
H 0.599 0.540 0.265
H -0.338 1.964 -0.165
H -0.120 0.395 -2.116
H -1.691 0.771 -1.741
H -1.036 -0.834 -1.331
H 2.509 -2.034 0.444
H 3.316 -0.861 0.983
O 2.785 -1.701 1.257
*
```

Calculated values
Gap between HOMO and LUMO in eV: 10.37



Name the most stable of them. run iii.



Run i
DFT (ωB97M-V/def2-TZVPD) results for a 2-piece molecular cluster, C3H8O2 overall.

Structure (ORCA input):
```
! RIJCOSX wB97M-V def2-TZVPD def2/J DEFGRID3
* xyz 0 1
C -0.390 0.901 -0.004
O 0.864 0.408 -0.333
C -1.270 1.007 -1.124
C -2.465 1.614 -0.909
H -0.890 0.142 0.701
H -0.420 1.739 0.711
H 0.774 -0.081 -1.133
H -1.143 0.346 -1.996
H -3.253 1.590 -1.827
H -2.790 1.848 0.071
H 3.990 -2.488 2.050
H 3.035 -3.589 2.011
O 3.956 -3.438 1.781
*
```

Calculated values
Gap between HOMO and LUMO in eV: 10.00



Run ii
DFT (ωB97M-V/def2-TZVPD) results for a 2-piece molecular cluster, C3H8O2 overall.

Structure (ORCA input):
```
! RIJCOSX wB97M-V def2-TZVPD def2/J DEFGRID3
* xyz 0 1
C -0.591 0.968 -1.701
O -1.274 2.131 -1.950
H 0.191 0.837 -2.467
H -1.165 0.070 -1.821
H 0.092 0.987 -0.793
H -0.891 2.896 -1.426
O 2.166 -0.352 1.460
C 1.326 -1.127 1.100
C -0.120 -1.143 1.607
H 1.716 -1.868 0.396
H -0.024 -0.539 2.548
H -0.937 -0.785 1.002
H -0.488 -2.074 2.045
*
```

Calculated values
Gap between HOMO and LUMO in eV: 10.96



Name the most stable of them. run ii.



Run i
DFT (ωB97M-V/def2-TZVPD) results for a 2-piece molecular cluster, C7H14O2 overall.

Structure (ORCA input):
```
! RIJCOSX wB97M-V def2-TZVPD def2/J DEFGRID3
* xyz 0 1
C 1.244 0.271 0.006
C 1.581 -0.878 -0.923
C 1.934 1.559 -0.387
C -0.706 0.975 -0.297
O 1.479 -0.118 1.341
O -0.856 1.408 -1.434
H 1.681 0.661 1.875
H -0.764 1.539 0.645
H 2.664 -1.009 -0.993
H 1.151 -1.814 -0.562
H 3.017 1.407 -0.415
H 1.594 1.884 -1.369
H 1.171 -0.667 -1.912
H 1.720 2.357 0.329
C -1.867 -0.801 1.599
C -1.656 -0.495 0.149
C -2.289 -1.021 -0.890
H -0.202 -0.188 -0.031
H -2.633 -1.570 1.724
H -0.944 -1.152 2.063
H -2.185 0.094 2.142
H -3.028 -1.807 -0.773
H -2.107 -0.636 -1.887
*
```

Calculated values
Gap between HOMO and LUMO in eV: 8.67



Run ii
DFT (ωB97M-V/def2-TZVPD) results for a 2-piece molecular cluster, C7H14O2 overall.

Structure (ORCA input):
```
! RIJCOSX wB97M-V def2-TZVPD def2/J DEFGRID3
* xyz 0 1
C -0.142 -2.213 -0.422
C 1.180 -2.308 0.294
C 0.639 0.722 0.856
C 1.287 1.877 0.031
C 0.097 2.648 -0.526
C -1.188 2.021 0.128
C -0.715 1.257 1.305
H -1.169 -1.305 -1.615
H 1.173 -3.167 1.007
H 2.068 -2.330 -0.391
H 1.463 -1.505 1.115
H 0.570 -0.084 0.136
H 1.264 0.314 1.696
H 1.954 1.492 -0.747
H 1.832 2.565 0.698
H -0.119 2.499 -1.617
H 0.164 3.740 -0.296
H -1.596 1.298 -0.638
H -1.924 2.809 0.350
H -1.381 0.459 1.597
H -0.546 1.944 2.122
O -0.950 -3.096 -0.576
O -0.388 -0.999 -1.101
*
```

Calculated values
Gap between HOMO and LUMO in eV: 11.26



Run iii
DFT (ωB97M-V/def2-TZVPD) results for a 2-piece molecular cluster, C7H14O2 overall.

Structure (ORCA input):
```
! RIJCOSX wB97M-V def2-TZVPD def2/J DEFGRID3
* xyz 0 1
C 1.094 -0.478 0.145
C -0.029 0.329 -0.434
C 0.900 -0.610 1.664
C 1.175 -1.878 -0.485
C 2.386 0.300 -0.155
C -2.456 0.335 -0.387
C -3.495 0.461 -1.169
O -1.355 -0.247 -0.238
O -1.580 2.643 0.344
H -2.328 2.276 0.854
H -0.782 2.159 0.675
H 0.108 0.888 -1.359
H -0.047 -1.100 1.884
H 1.710 -1.192 2.100
H 0.898 0.372 2.136
H 0.261 -2.434 -0.287
H 2.012 -2.437 -0.067
H 1.303 -1.807 -1.564
H 3.235 -0.222 0.283
H 2.550 0.373 -1.230
H 2.343 1.307 0.255
H -4.284 1.144 -0.927
H -3.619 -0.181 -2.039
*
```

Calculated values
Gap between HOMO and LUMO (spin up / spin down) in eV: 8.69 / 7.33



Run iv
DFT (ωB97M-V/def2-TZVPD) results for C7H14O2 as an isolated structure.

Structure (ORCA input):
```
! RIJCOSX wB97M-V def2-TZVPD def2/J DEFGRID3
* xyz 0 1
C -3.431 0.020 0.180
C -2.062 -0.537 0.545
C -0.092 0.365 -0.193
C -0.692 1.744 -0.249
C 1.101 -0.168 -0.281
C 1.034 -1.653 -0.289
C 3.369 0.246 0.546
H -3.908 -0.720 -0.482
H -3.888 0.120 1.150
H -3.533 1.130 -0.505
H -1.714 0.041 1.456
H -2.322 -1.647 0.782
H -0.703 2.090 1.089
H -1.756 2.108 -0.775
H 0.228 2.352 -0.750
H 0.245 -2.395 -1.167
H 2.537 -1.724 -0.576
H 0.989 -2.263 0.837
H 4.104 -0.557 -0.186
H 2.957 -0.559 1.540
H 3.733 1.235 0.654
O -1.073 -0.614 -0.430
O 2.031 0.701 -0.147
*
```

Calculated values
Gap between HOMO and LUMO in eV: 8.28



Name the most stable of them. run ii.



Run i
DFT (ωB97M-V/def2-TZVPD) results for the molecule C4H9NO2S.

Structure (ORCA input):
```
! RIJCOSX wB97M-V def2-TZVPD def2/J DEFGRID3
* xyz 0 1
C 0.360 -1.434 -1.686
C 0.176 -0.136 -0.881
C 1.363 0.661 1.146
C 1.225 0.788 -0.409
N -1.583 -0.537 1.192
O -1.699 1.604 -0.085
O -2.323 -0.437 -1.302
S -1.504 0.224 -0.309
H -0.432 -1.937 -2.058
H 1.313 -1.669 -2.014
H 2.320 1.145 1.477
H 0.352 1.147 1.606
H 1.391 -0.342 1.511
H 2.281 0.566 -0.642
H 0.928 1.822 -0.523
H -2.087 -1.483 1.162
H -2.079 0.018 1.813
*
```

Calculated values
Gap between HOMO and LUMO in eV: 9.59



Run ii
DFT (ωB97M-V/def2-TZVPD) results for the molecule C4H9NO2S.

Structure (ORCA input):
```
! RIJCOSX wB97M-V def2-TZVPD def2/J DEFGRID3
* xyz 0 1
O 1.651 -0.185 -2.309
C 0.895 0.760 -2.264
N 0.119 1.016 -1.180
C 0.044 0.172 0.013
C 0.555 0.910 1.249
S 0.878 -0.136 2.730
C -1.100 -0.863 0.000
O -0.854 -1.968 0.878
H 0.721 1.494 -3.066
H -0.624 1.693 -1.154
H 0.823 -0.605 -0.124
H 1.430 1.540 1.101
H -0.202 1.611 1.599
H -0.305 -0.761 2.715
H -1.263 -1.319 -0.993
H -2.103 -0.566 0.360
H -0.666 -2.793 0.444
*
```

Calculated values
Gap between HOMO and LUMO in eV: 9.52



Run iii
DFT (ωB97M-V/def2-TZVPD) results for the molecule C4H9NO2S.

Structure (ORCA input):
```
! RIJCOSX wB97M-V def2-TZVPD def2/J DEFGRID3
* xyz 0 1
C 3.388 -0.044 0.432
C 0.857 0.494 -0.247
C -1.492 -0.914 -0.475
C -2.544 -0.228 0.472
H 3.376 -0.423 1.481
H 3.475 -1.067 -0.133
H 4.269 0.791 0.225
H 2.147 1.701 0.199
H -1.765 -0.857 -1.626
H -1.705 -1.982 -0.238
H -2.125 -0.420 1.414
H -3.362 -0.969 0.259
H -2.047 1.470 -0.099
N 2.195 0.632 -0.109
O 0.016 1.347 -0.517
O -2.850 1.171 0.361
S 0.237 -1.167 -0.035
*
```

Calculated values
Gap between HOMO and LUMO in eV: 9.97



Run iv
DFT (ωB97M-V/def2-TZVPD) results for the molecule C4H9NO2S.

Structure (ORCA input):
```
! RIJCOSX wB97M-V def2-TZVPD def2/J DEFGRID3
* xyz 0 1
C -0.836 1.266 -1.359
C -0.107 0.217 -0.885
C -1.138 0.707 2.721
C 0.398 -1.440 -1.385
N 1.712 -1.427 -1.873
O 1.868 -0.252 0.904
O -0.731 -0.002 1.633
S 0.662 0.552 0.763
H -0.787 2.196 -0.785
H -1.293 1.251 -2.246
H -1.067 1.807 2.493
H -0.528 0.622 3.675
H -2.239 0.340 2.903
H -0.261 -1.916 -2.046
H 0.293 -1.875 -0.408
H 1.681 -1.136 -2.847
H 2.376 -0.908 -1.257
*
```

Calculated values
Gap between HOMO and LUMO in eV: 9.62



Name the most stable of them. run ii.